Formula: C18H51B3FO12PS6
Source: the Open Molecules 2025 dataset
Level of theory: the ωB97M-V functional and the def2-TZVPD basis

Structure (XYZ):
```
92
Properties=species:S:1:pos:R:3:lowdin_charge:R:1
C 3.749 -1.669 -0.748 -0.068
C 2.597 -2.306 -1.508 -0.221
O 1.359 -1.611 -1.169 -0.228
P 0.452 -2.273 -0.030 0.485
O 1.215 -2.917 1.045 -0.248
C -0.554 -0.885 0.527 -0.181
C 0.076 0.488 0.231 -0.074
B 0.084 0.891 -1.273 -0.574
O 1.182 1.602 -1.779 0.241
B 1.590 1.066 -2.983 -0.310
O 0.607 0.943 -3.969 0.300
B -0.523 0.343 -3.466 -0.741
F -1.229 -0.475 -4.230 0.280
O -0.931 0.553 -2.161 0.317
O -0.505 -3.349 -0.718 -0.190
C -1.351 -2.927 -1.808 -0.254
C -2.820 -3.232 -1.514 -0.048
H 3.873 -2.156 0.217 0.078
H 3.512 -0.620 -0.569 0.083
H 4.681 -1.716 -1.306 0.063
H 2.718 -2.175 -2.583 0.115
H 2.490 -3.365 -1.280 0.115
H -1.563 -0.989 0.121 0.098
H -0.653 -1.019 1.605 0.088
H -0.531 1.240 0.757 0.115
H 1.072 0.557 0.666 0.124
H 2.679 0.633 -3.162 0.129
H -1.018 -3.397 -2.732 0.125
H -1.241 -1.853 -1.956 0.075
H -2.966 -3.495 -0.469 0.083
H -3.173 -4.025 -2.171 0.076
H -3.437 -2.355 -1.713 0.062
C -0.223 4.528 -1.027 -0.263
S -1.384 5.321 0.087 0.804
O -2.335 4.264 0.521 -0.557
C -2.223 6.297 -1.167 -0.272
H 0.366 3.829 -0.437 0.047
H -0.771 3.989 -1.800 0.063
H 0.439 5.271 -1.472 0.061
H -2.629 5.633 -1.930 0.058
H -1.520 7.005 -1.605 0.053
H -3.031 6.837 -0.677 0.049
C 7.516 1.539 1.326 -0.257
S 7.469 -0.250 1.239 0.814
O 6.446 -0.600 0.212 -0.562
C 6.679 -0.525 2.827 -0.260
H 7.938 1.895 0.387 0.050
H 6.503 1.920 1.453 0.061
H 8.153 1.844 2.156 0.055
H 5.720 -0.008 2.849 0.062
H 7.332 -0.165 3.622 0.054
H 6.524 -1.596 2.935 0.052
C -5.936 0.091 -0.816 -0.266
S -7.126 -1.200 -1.175 0.787
O -6.391 -2.308 -1.844 -0.553
C -8.007 -0.304 -2.460 -0.260
H -5.259 -0.293 -0.056 0.053
H -5.384 0.331 -1.725 0.057
H -6.458 0.962 -0.423 0.044
H -7.313 -0.038 -3.256 0.057
H -8.460 0.588 -2.028 0.055
H -8.782 -0.962 -2.848 0.048
C 8.226 -1.647 -2.350 -0.268
S 9.770 -0.813 -1.980 0.782
O 9.555 0.640 -2.219 -0.558
C 10.674 -1.440 -3.403 -0.275
H 7.494 -1.345 -1.600 0.006
H 7.891 -1.349 -3.344 0.061
H 8.382 -2.725 -2.301 0.058
H 10.153 -1.151 -4.315 0.056
H 10.753 -2.525 -3.330 0.051
H 11.669 -0.998 -3.388 0.047
C -9.207 -1.842 1.942 -0.272
S -9.263 -0.048 1.983 0.798
O -7.874 0.439 1.759 -0.561
C -9.588 0.083 3.745 -0.272
H -8.966 -2.141 0.924 0.015
H -8.432 -2.195 2.622 0.063
H -10.182 -2.239 2.225 0.055
H -8.785 -0.407 4.297 0.059
H -10.549 -0.379 3.968 0.053
H -9.620 1.140 3.997 0.049
C -0.426 1.991 4.339 -0.265
S 0.685 1.032 5.377 0.796
O 1.914 0.787 4.578 -0.558
C -0.279 -0.483 5.334 -0.266
H 0.020 2.973 4.195 0.051
H -0.540 1.494 3.375 0.041
H -1.391 2.099 4.833 0.055
H -0.401 -0.807 4.300 0.046
H -1.248 -0.309 5.803 0.053
H 0.270 -1.238 5.892 0.051
```

=====

Formula: C18H51F3N4O7
Source: the Open Molecules 2025 dataset
Level of theory: the ωB97M-V functional and the def2-TZVPD basis

Structure (XYZ):
```
83
Properties=species:S:1:pos:R:3:lowdin_charge:R:1
N -22.980 -4.792 -18.696 0.223
H -22.182 -4.136 -18.746 0.061
H -22.857 -5.490 -17.938 0.067
H -23.120 -5.348 -19.579 0.073
H -23.855 -4.219 -18.520 0.070
C -22.926 -7.602 -16.207 -0.484
O -22.227 -6.603 -15.428 -0.121
O -23.448 -7.081 -17.280 -0.181
C -21.996 -8.830 -16.375 -0.530
F -20.686 -8.514 -16.390 0.100
F -22.180 -9.715 -15.379 0.132
F -22.216 -9.495 -17.528 0.132
C -22.179 -6.859 -14.041 -0.275
C -21.443 -5.700 -13.427 -0.073
H -20.700 -5.341 -14.139 0.062
H -22.080 -4.852 -13.169 0.074
H -20.937 -5.995 -12.506 0.074
H -21.578 -7.752 -13.859 0.115
H -23.213 -6.931 -13.699 0.123
H -23.759 -7.918 -15.537 0.148
C -26.386 -8.058 -18.707 -0.145
O -25.276 -7.421 -19.353 -0.172
H -26.888 -8.618 -19.499 0.075
H -26.047 -8.752 -17.934 0.082
H -27.096 -7.363 -18.244 0.057
H -24.624 -7.226 -18.646 0.015
C -20.066 -7.332 -18.684 -0.171
O -18.930 -8.119 -18.325 -0.113
H -19.846 -6.711 -19.550 0.079
H -20.885 -7.987 -19.020 0.069
H -20.455 -6.835 -17.793 0.067
H -19.144 -8.531 -17.484 0.054
C -22.366 -5.242 -22.874 -0.058
C -22.828 -6.586 -22.301 -0.398
C -22.106 -7.752 -22.934 -0.216
O -20.718 -7.598 -22.699 -0.192
C -20.025 -8.743 -23.076 -0.123
N -22.677 -6.628 -20.826 0.054
H -21.304 -5.046 -22.784 0.075
H -22.988 -4.430 -22.489 0.072
H -22.710 -5.251 -23.918 0.080
H -23.882 -6.631 -22.586 0.141
H -22.331 -7.804 -24.010 0.131
H -22.436 -8.689 -22.466 0.130
H -20.271 -9.593 -22.419 0.094
H -18.955 -8.595 -22.955 0.090
H -20.280 -9.051 -24.094 0.089
H -21.697 -6.892 -20.720 0.053
H -23.208 -7.415 -20.453 0.077
C -26.335 -4.905 -16.773 -0.063
C -26.520 -4.287 -18.135 -0.400
C -27.841 -3.538 -18.260 -0.206
O -27.962 -3.047 -19.591 -0.207
C -29.122 -3.522 -20.275 -0.091
N -25.393 -3.297 -18.291 0.022
H -26.431 -4.146 -15.984 0.085
H -25.422 -5.482 -16.640 0.070
H -27.199 -5.543 -16.537 0.080
H -26.402 -5.006 -18.946 0.131
H -27.831 -2.661 -17.600 0.128
H -28.664 -4.191 -17.944 0.126
H -30.027 -3.149 -19.796 0.088
H -29.011 -4.593 -20.431 0.091
H -29.078 -3.006 -21.237 0.087
H -25.479 -2.609 -17.553 0.086
H -25.504 -2.889 -19.216 0.088
C -21.186 -2.936 -16.224 -0.061
C -20.076 -2.882 -17.259 -0.409
C -19.025 -3.939 -17.089 -0.204
O -17.743 -3.361 -17.287 -0.188
C -16.739 -4.341 -17.510 -0.099
N -20.663 -2.903 -18.638 0.022
H -21.982 -2.216 -16.421 0.076
H -20.741 -2.690 -15.258 0.085
H -21.645 -3.928 -16.193 0.065
H -19.605 -1.899 -17.145 0.138
H -19.226 -4.838 -17.679 0.113
H -19.032 -4.221 -16.022 0.129
H -16.597 -4.924 -16.594 0.091
H -15.818 -3.806 -17.740 0.085
H -16.954 -4.963 -18.383 0.088
H -20.937 -1.957 -18.898 0.084
H -19.863 -3.039 -19.263 0.088
```

=====

Formula: C18H51N11O8
Source: the Open Molecules 2025 dataset
Level of theory: the ωB97M-V functional and the def2-TZVPD basis

Structure (XYZ):
```
88
Properties=species:S:1:pos:R:3:lowdin_charge:R:1
C -2.406 2.464 -4.440 -0.019
C -1.670 1.425 -3.548 -0.500
C -2.711 0.568 -2.807 -0.041
C -0.914 0.472 -4.486 -0.138
C 0.395 1.035 -5.044 -0.173
C 1.283 1.489 -3.895 -0.133
C 0.591 2.475 -2.969 -0.509
C 1.500 2.616 -1.752 -0.032
C 0.472 3.900 -3.553 -0.022
N -0.720 1.961 -2.571 -0.104
O -1.329 2.719 -1.561 -0.033
H -3.371 2.037 -4.709 0.083
H -2.609 3.426 -3.964 0.076
H -1.830 2.687 -5.338 0.071
H -3.298 -0.016 -3.518 0.086
H -2.232 -0.133 -2.118 0.073
H -3.436 1.088 -2.176 0.084
H -0.612 -0.397 -3.893 0.116
H -1.562 0.161 -5.305 0.125
H 0.884 0.239 -5.612 0.113
H 0.256 1.831 -5.782 0.107
H 2.184 1.949 -4.309 0.131
H 1.669 0.609 -3.384 0.107
H 1.483 1.708 -1.143 0.067
H 1.293 3.472 -1.113 0.085
H 2.545 2.621 -2.073 0.092
H -0.097 3.989 -4.478 0.072
H 1.441 4.370 -3.745 0.092
H 0.064 4.572 -2.793 0.078
H -1.642 3.553 -1.950 0.101
N -1.703 0.870 0.721 0.217
C -0.967 -0.234 0.978 -0.604
N 0.072 -0.466 0.138 0.187
O -1.140 -0.968 1.971 -0.052
H -1.533 1.337 -0.158 0.062
H -2.402 1.244 1.341 0.076
H 0.146 -0.073 -0.788 0.082
H 0.668 -1.263 0.395 0.048
N -1.166 -0.163 5.733 0.159
C 0.199 -0.044 5.686 -0.683
N 0.728 -0.372 4.476 0.163
O 0.851 0.391 6.629 0.005
H -1.728 -0.490 4.954 0.043
H -1.652 0.035 6.587 0.104
H 1.730 -0.403 4.422 0.092
H 0.187 -0.830 3.765 0.053
N 4.790 0.062 0.211 0.152
C 4.502 -0.119 -1.112 -0.672
N 3.364 -0.845 -1.320 0.178
O 5.214 0.285 -2.031 0.005
H 4.305 -0.485 0.895 0.073
H 5.486 0.727 0.489 0.102
H 2.852 -1.052 -0.485 0.046
H 3.035 -0.989 -2.256 0.081
N 0.938 -3.912 2.299 0.178
C 1.928 -2.988 2.068 -0.619
N 2.870 -2.973 3.058 0.172
O 1.954 -2.280 1.064 -0.021
H 0.273 -4.019 1.552 0.111
H 0.908 -4.481 3.119 0.100
H 2.843 -3.601 3.834 0.102
H 3.710 -2.443 2.900 0.107
N -3.257 -1.235 3.711 0.134
C -3.318 -2.564 4.033 -0.681
N -2.226 -3.289 3.691 0.161
O -4.310 -3.068 4.564 0.002
H -4.142 -0.765 3.773 0.106
H -2.502 -0.891 3.104 0.042
H -2.243 -4.279 3.830 0.099
H -1.488 -2.816 3.198 0.047
C -1.897 3.663 3.323 -0.079
C -2.511 2.316 3.699 -0.335
O -3.654 2.125 2.900 -0.090
H -2.554 4.517 3.479 0.073
H -1.620 3.574 2.268 0.065
H -0.935 3.849 3.806 0.078
H -2.754 2.282 4.766 0.112
H -1.741 1.565 3.518 0.086
H -4.430 2.573 3.239 0.093
C 2.857 -4.477 -1.686 -0.087
C 1.547 -3.770 -1.883 -0.312
O 1.573 -2.801 -2.948 -0.095
H 2.767 -5.433 -1.166 0.073
H 3.518 -3.954 -0.984 0.062
H 3.440 -4.537 -2.604 0.080
H 1.179 -3.272 -0.988 0.076
H 0.773 -4.520 -2.074 0.110
H 1.044 -3.141 -3.675 0.080
```

Results
SMILES: CC1(C)CCCC(C)(C)N1O.NC(N)=O.NC(N)=O.NC(N)=O.NC(N)=O.NC(N)=O.CCO.CCO

=====

The records above yield energy relative to the best compared isomer or geometry (same formula, charge and spin) values of 0.0, 0.0, 0.0 kcal/mol, respectively.
The records above yield strongest force on any atom values of 0.021, 0.044, 0.036 hartree/bohr, respectively.